Entry from the OMol25 dataset: a 2-piece molecular cluster, C2H9NOS2 overall (wB97M-V/def2-TZVPD).

```
15
Properties=species:S:1:pos:R:3
S -0.133 0.062 2.260
N 0.796 -1.815 -3.609
H 1.329 -2.861 -1.999
H -0.151 -2.154 -3.712
H 0.694 -0.877 -3.996
C 1.202 -1.818 -2.234
C -1.078 2.721 3.166
H -1.146 2.206 4.127
H 2.061 -1.155 -2.125
O 0.147 -1.312 -1.388
H -0.179 3.302 3.388
S -1.114 1.789 1.672
H 0.549 -0.713 -0.749
H -1.103 -0.845 2.072
H -1.873 3.470 3.127
```

Properties
- SMILES: CSS.NCO
- HOMO energy: -8.9164 eV
- Energy above the lowest of the compared OMol25 structures with the same formula, charge and spin: 67.2 kJ/mol
- Frontier orbital gap: 9.42 eV
- LUMO energy: 0.018 hartree

Charges in e, computed with Mulliken, in the same order as the atoms: -0.2695 -0.6482 0.2361 0.2408 0.2430 -0.1465 -0.8496 0.3121 0.3162 -0.4966 0.3227 -0.0059 0.2713 0.1832 0.2909


Entry from the OMol25 dataset: an isolated molecule of C4H9NO2 (wB97M-V/def2-TZVPD).

```
16
Properties=species:S:1:pos:R:3
H -1.375 -1.529 0.663
H -1.971 0.450 -0.626
O -0.879 0.562 1.729
H 2.589 0.930 -0.021
N -0.456 -0.108 -1.931
H 0.936 -1.243 1.385
C 1.101 -0.316 0.842
H 3.189 -0.615 0.815
C 2.360 0.026 0.533
O -1.411 -1.453 -0.309
H -1.543 1.262 1.607
H 0.156 1.518 0.238
C -1.034 -0.119 -0.606
H -0.489 0.832 -2.314
H -1.050 -0.692 -2.516
C -0.122 0.493 0.511
```

Properties
- SMILES: C=C[C@H](O)[C@@H](N)O
- HOMO energy: -9.4061 eV
- Energy above the lowest of the compared OMol25 structures with the same formula, charge and spin: 208.2 kJ/mol
- Frontier orbital gap: 10.14 eV
- LUMO energy: 0.027 hartree

Charges in e, computed with Mulliken, in the same order as the atoms: 0.3231 0.2064 -0.5328 0.2467 -0.6700 0.2278 -0.1099 0.2560 -0.6911 -0.5753 0.3242 0.3954 0.4347 0.2419 0.2494 -0.3265


Entry from the OMol25 dataset: a 2-piece molecular cluster, C24H23F5N3O overall (wB97M-V/def2-TZVPD).

```
56
Properties=species:S:1:pos:R:3
O 2.235 -1.482 0.765
H 2.317 5.527 2.694
C 1.821 -2.034 -1.500
H 5.010 -1.764 -1.639
H -4.513 0.891 -0.438
C 2.999 -3.105 -3.070
N 0.626 2.281 1.409
F -4.513 -1.597 -2.658
H -1.061 2.891 2.384
H 3.875 -3.522 -3.538
C -0.445 -2.276 -2.544
H 4.718 -3.378 -0.939
H 3.648 3.805 1.364
C 0.028 2.913 2.543
H -1.828 -1.141 3.230
N 3.059 -2.488 -1.831
H 1.253 -3.447 -4.367
C -2.367 -1.300 -3.633
F -0.164 -0.897 -4.441
H 2.237 4.480 0.532
C 2.024 2.426 1.143
H 0.060 5.009 2.042
H 4.075 -1.926 -0.102
C -0.361 -0.480 1.093
H -2.054 0.692 -0.665
C -3.816 -0.534 2.590
F -3.461 -3.232 -0.723
C 0.521 4.346 2.785
C 2.041 4.470 2.668
H -4.304 -0.877 3.501
C 4.291 -2.375 -1.075
H 2.626 1.728 1.760
H -5.649 0.132 1.652
H 2.177 2.109 0.100
C -3.940 0.458 0.382
F -0.742 -3.749 -0.718
C -1.795 -0.258 1.268
H 0.218 1.405 1.128
C 1.713 -3.059 -3.479
C -3.191 -1.868 -2.661
C -2.558 0.330 0.238
C 2.555 3.847 1.369
H 0.233 -0.683 1.996
H 0.214 2.334 3.471
C -1.285 -2.913 -1.636
C 0.184 -0.712 -0.139
N 0.982 -2.423 -2.484
C -4.571 0.024 1.551
C -2.658 -2.692 -1.666
H -0.304 -0.421 -1.073
C -2.440 -0.676 2.452
H 0.180 4.661 3.777
F -2.896 -0.526 -4.605
C 1.470 -1.393 -0.226
C -0.993 -1.507 -3.560
H 2.515 3.975 3.522
```

Properties
- HOMO energy: -10.1892 eV
- Charge: +1
- Energy above the lowest of the compared OMol25 structures with the same formula, charge and spin: 0.0 kJ/mol
- Frontier orbital gap: 5.47 eV
- LUMO energy: -0.173 hartree

Charges in e, computed with Mulliken, in the same order as the atoms: -0.7142 0.3097 0.3603 0.3379 0.4635 -0.8442 0.0132 -0.3263 0.2955 0.5104 -1.7007 0.3731 0.3294 -0.4939 0.4130 0.0954 0.5142 0.3955 -0.3011 0.3447 -0.3818 0.3416 0.3093 -1.2375 0.4959 -0.7234 -0.3396 -0.7429 -0.6517 0.4033 -0.8640 0.2723 0.4192 0.2482 -0.7897 -0.3946 1.1857 -0.1298 -0.2732 0.5449 -0.0896 -0.7550 0.3166 0.2980 1.1719 0.3464 0.4203 -0.4712 0.4345 0.3285 -0.4093 0.3315 -0.2809 0.2594 0.7102 0.3213


Entry from the OMol25 dataset: a 2-piece molecular cluster, C11H23BNO4 overall (wB97M-V/def2-TZVPD).

```
40
Properties=species:S:1:pos:R:3
C -3.828 3.351 0.765
C -0.468 -1.721 0.542
C 0.424 -0.142 -1.273
H -2.088 2.189 -1.907
H -0.077 0.582 -0.628
H 4.032 -4.615 -0.350
H 1.456 0.133 -1.476
H -4.325 5.976 0.876
H 5.205 -2.325 0.427
H -3.812 2.540 -1.971
H -3.816 6.000 2.578
C -3.201 1.347 -0.274
H 2.504 -1.387 1.364
O -4.913 3.365 0.241
H -2.479 0.562 -0.062
C 4.319 -1.698 0.374
H 1.514 -4.049 0.607
H 3.386 -2.854 1.864
B 2.202 -3.228 -0.034
H 2.668 -4.965 -1.374
C 3.242 -4.137 -0.941
H -1.504 -1.740 0.194
H -0.069 -0.179 -2.248
H 3.656 -3.586 -1.789
H -0.394 -0.883 1.246
N 1.326 -2.365 -1.024
H -0.247 -2.625 1.101
H 3.718 0.380 0.773
C 0.497 -1.522 -0.612
O -3.368 4.287 1.605
C 4.561 -0.234 0.488
H -5.240 5.053 2.096
C 3.054 -2.263 1.004
O 4.165 -0.895 -0.758
H -4.192 0.951 -0.052
C -3.079 1.773 -1.720
H 5.545 0.182 0.314
C -4.252 5.390 1.792
H -3.232 0.922 -2.382
O -2.889 2.428 0.626
```

Properties
- HOMO energy: -3.1494 eV
- Charge: -1
- Energy above the lowest of the compared OMol25 structures with the same formula, charge and spin: 0.0 kJ/mol
- Frontier orbital gap: 5.56 eV
- LUMO energy: 0.088 hartree

Charges in e, computed with Mulliken, in the same order as the atoms: 0.7752 -1.2791 -0.9984 0.2901 0.1962 0.2651 0.3102 0.2888 0.3687 0.4035 0.2220 0.1945 0.2897 -0.5650 -0.0831 0.1926 -0.2806 0.2675 0.5355 0.2163 -1.1130 0.3257 0.2126 0.2588 0.3102 -0.6066 0.2681 0.2084 0.6905 -0.3417 -0.4647 0.2940 -1.0530 -0.4002 0.3819 -1.1960 0.2658 -0.6487 0.3453 -0.3467